1.
24
Properties=species:S:1:pos:R:3 method="wB97M-V/def2-TZVPD" de_lowest_ev=0.076 energy_ha=-1420.50605 e_lumo_ev=0.15 molar_mass_g_mol=229.3 smiles="[H]/N=C(/N)N=[S@](C)(=O)OS(=O)(=O)CC"
H 4.112 -0.308 0.535
N 3.742 -1.179 0.309
C 2.573 -1.055 -0.168
N 1.837 -2.166 -0.325
N 1.971 0.163 -0.664
S 1.261 0.992 0.379
C 1.364 2.721 -0.172
O 1.625 0.982 1.724
O -0.477 0.677 0.320
S -1.218 -0.084 -0.870
O -0.653 -1.409 -0.935
O -1.172 0.623 -2.102
C -2.977 -0.234 -0.302
C -3.107 -0.790 1.098
H 2.404 -3.061 -0.456
H 0.835 -2.227 -0.466
H 0.764 2.883 -1.057
H 1.275 3.518 0.641
H 2.329 2.778 -0.540
H -3.437 0.821 -0.474
H -3.614 -0.885 -0.880
H -4.145 -1.097 1.362
H -2.502 -1.698 1.233
H -2.792 0.037 1.809

***

2.
19
Properties=species:S:1:pos:R:3 method="wB97M-V/def2-TZVPD" de_lowest_ev=10.690 energy_ha=-721.07575 e_lumo_ev=0.23 molar_mass_g_mol=133.2
C 2.824 -0.313 0.600
C 1.742 -1.271 -0.109
C -0.848 1.284 -0.207
C -2.017 0.859 0.612
H 2.244 0.726 -1.322
H 4.823 0.431 -0.954
H 3.892 -0.973 0.695
H 2.511 0.138 1.588
H 1.927 -1.156 -1.399
H 1.468 -2.300 0.117
H -0.450 -0.990 0.183
H -1.076 2.288 -0.517
H -2.575 1.746 0.341
H -1.789 0.892 1.876
H -1.837 -1.085 -0.758
N 3.404 0.831 -0.175
N 0.413 -0.534 0.254
N 0.236 0.594 -0.475
S -2.982 -0.581 -0.154

***

3.
19
Properties=species:S:1:pos:R:3 method="wB97M-V/def2-TZVPD" de_lowest_ev=1.480 energy_ha=-721.41422 e_lumo_ev=0.87 molar_mass_g_mol=133.2 smiles="[H]/N=C(/NNCC)SC"
H 1.304 2.617 -0.221
N 0.485 2.187 0.185
C 0.582 0.924 0.215
N -0.389 0.224 0.940
N -0.919 -0.951 0.322
C -1.980 -0.682 -0.641
C -3.238 0.098 -0.156
S 1.858 0.009 -0.655
C 2.138 -1.402 0.439
H -1.134 0.916 1.081
H -1.278 -1.571 1.044
H -1.574 -0.097 -1.482
H -2.349 -1.619 -1.038
H -2.982 1.116 0.254
H -3.763 -0.502 0.677
H -3.926 0.173 -0.995
H 3.089 -1.826 -0.004
H 2.319 -1.018 1.442
H 1.307 -2.179 0.457

***

4.
19
Properties=species:S:1:pos:R:3 method="wB97M-V/def2-TZVPD" de_lowest_ev=2.653 energy_ha=-377.72924 e_lumo_ev=-3.19 molar_mass_g_mol=115.2 total_charge=+1 smiles="CN1CC[N+](N)=C1N"
C -1.814 1.370 -0.299
N -0.435 0.980 0.137
C -0.118 0.400 1.466
C 1.117 -0.532 1.255
N 1.099 -0.675 -0.248
N 1.762 -1.794 -0.775
C 0.072 -0.092 -0.802
N -0.189 -0.283 -2.086
H -1.841 1.677 -1.261
H -2.630 0.735 -0.197
H -1.953 2.293 0.291
H -1.009 -0.012 1.785
H 0.091 1.335 2.052
H 2.189 -0.230 1.388
H 0.936 -1.400 1.845
H 1.430 -2.731 -0.796
H 2.715 -1.578 -0.819
H -1.116 -0.068 -2.401
H 0.175 -1.140 -2.494

***

5.
19
Properties=species:S:1:pos:R:3 method="wB97M-V/def2-TZVPD" s2=2.02 de_lowest_ev=4.284 multiplicity=3 energy_ha=-377.46555 e_lumo_ev="-4.02 / -6.63" molar_mass_g_mol=115.2 total_charge=+1
C 1.014 -0.781 -1.005
C 1.645 0.480 -0.446
C -0.976 0.248 -0.150
C -0.773 -2.074 0.023
N -3.111 1.287 0.365
N -2.083 0.680 0.155
N -0.313 -0.932 -0.345
N 0.746 1.613 -0.384
H 0.949 -0.546 -2.067
H 1.469 -1.686 -0.775
H 2.107 0.253 0.510
H 2.445 0.724 -0.986
H -0.037 -0.318 2.150
H 0.098 -0.281 3.060
H -0.159 -2.905 -0.401
H -1.465 -2.289 0.953
H -3.146 2.291 0.736
H 1.062 2.499 -0.045
H 0.528 1.736 -1.346

***

6.
21
Properties=species:S:1:pos:R:3 method="wB97M-V/def2-TZVPD" de_lowest_ev=3.516 energy_ha=-528.19871 e_lumo_ev=-3.19 molar_mass_g_mol=147.2 total_charge=+1
C -0.594 3.242 -0.435
C 1.120 -1.393 0.965
C 1.046 -2.934 1.319
C -0.188 -2.605 -0.512
N 0.306 -1.416 -0.301
N -1.351 3.908 -1.348
N -0.364 2.037 -0.200
N 0.072 -3.517 0.429
O -0.209 4.057 0.601
O -0.763 1.103 -1.197
H 0.676 -0.877 1.830
H 2.178 -1.239 0.764
H 1.831 -3.550 1.012
H 0.888 -3.009 2.388
H -0.944 -2.558 -1.263
H 0.051 -0.566 -0.690
H -0.887 3.838 -2.280
H -1.560 4.849 -0.940
H 0.462 3.666 1.225
H -0.141 -4.428 0.069
H -1.629 1.395 -1.437

***

Copy entry 4 word for word.
19
Properties=species:S:1:pos:R:3 method="wB97M-V/def2-TZVPD" de_lowest_ev=2.653 energy_ha=-377.72924 e_lumo_ev=-3.19 molar_mass_g_mol=115.2 total_charge=+1 smiles="CN1CC[N+](N)=C1N"
C -1.814 1.370 -0.299
N -0.435 0.980 0.137
C -0.118 0.400 1.466
C 1.117 -0.532 1.255
N 1.099 -0.675 -0.248
N 1.762 -1.794 -0.775
C 0.072 -0.092 -0.802
N -0.189 -0.283 -2.086
H -1.841 1.677 -1.261
H -2.630 0.735 -0.197
H -1.953 2.293 0.291
H -1.009 -0.012 1.785
H 0.091 1.335 2.052
H 2.189 -0.230 1.388
H 0.936 -1.400 1.845
H 1.430 -2.731 -0.796
H 2.715 -1.578 -0.819
H -1.116 -0.068 -2.401
H 0.175 -1.140 -2.494